[1]
DFT (wB97M-V/def2-TZVPD) results for 10 unconnected molecules or ions with the total composition C23H57N3O13S3 in a non-equilibrium geometry.

ORCA input file:
```
! RIJCOSX wB97M-V def2-TZVPD def2/J DEFGRID3
* xyz 0 1
C -2.84 -3.26 1.79
C -2.36 -1.86 1.46
O -3.27 -0.94 2.09
S -2.60 0.47 2.56
C -4.02 1.14 3.45
O -1.51 0.27 3.48
O -2.45 1.25 1.37
H -3.80 -3.34 1.25
H -3.06 -3.56 2.81
H -2.28 -4.06 1.30
H -1.32 -1.63 1.68
H -2.47 -1.76 0.38
H -4.69 1.58 2.71
H -3.67 1.86 4.18
H -4.57 0.35 3.95
C -0.27 -6.80 1.84
C 0.52 -6.05 0.78
O 0.45 -4.65 1.17
S 1.37 -3.57 0.45
C 2.85 -3.62 1.49
O 1.68 -3.91 -0.91
O 0.70 -2.30 0.60
H -1.30 -6.46 1.88
H 0.18 -6.72 2.82
H -0.22 -7.87 1.60
H 1.56 -6.33 0.68
H -0.01 -6.21 -0.16
H 3.50 -4.36 1.02
H 2.62 -3.74 2.54
H 3.33 -2.66 1.28
C 3.07 -0.19 2.90
C 3.47 0.76 4.04
O 2.44 0.65 5.03
S 1.98 2.02 5.78
C 1.26 2.98 4.43
O 0.91 1.69 6.68
O 3.19 2.67 6.21
H 2.00 -0.08 2.72
H 3.03 -1.19 3.35
H 3.64 -0.06 1.98
H 4.37 0.33 4.49
H 3.61 1.79 3.74
H 1.30 4.00 4.82
H 0.27 2.59 4.26
H 1.92 3.04 3.57
C -0.45 0.63 -5.78
C -0.08 -0.70 -6.23
N 0.20 -1.75 -6.60
H 0.16 1.01 -4.97
H -1.51 0.70 -5.49
H -0.57 1.37 -6.59
C 2.27 -2.29 -3.75
C 3.43 -1.96 -2.94
N 4.31 -1.65 -2.26
H 2.52 -2.45 -4.79
H 1.52 -1.50 -3.63
H 1.84 -3.21 -3.34
C 0.63 0.79 -0.12
C 0.15 0.29 -1.39
N -0.22 -0.13 -2.38
H 0.90 0.01 0.59
H -0.23 1.28 0.35
H 1.43 1.52 -0.19
C 0.08 4.18 1.60
C 0.66 5.53 1.24
O 1.89 5.69 1.97
H -0.22 4.09 2.64
H 0.63 3.33 1.21
H -0.81 4.06 0.98
H -0.02 6.32 1.55
H 0.82 5.54 0.16
H 2.43 6.32 1.48
C -3.22 3.16 -2.95
C -2.90 3.69 -1.56
O -1.95 2.94 -0.80
H -3.58 2.13 -2.86
H -2.33 3.15 -3.58
H -3.97 3.80 -3.40
H -3.76 4.02 -0.98
H -2.33 4.61 -1.76
H -2.46 2.25 -0.34
C 0.55 4.68 -3.53
C 1.21 4.06 -2.32
O 1.68 2.74 -2.67
H 0.32 5.72 -3.30
H -0.38 4.15 -3.75
H 1.26 4.66 -4.35
H 0.47 3.84 -1.54
H 2.04 4.69 -1.97
H 2.38 2.49 -2.07
C -2.16 -3.84 -3.50
C -1.25 -3.88 -2.28
O -0.48 -5.09 -2.35
H -2.82 -4.70 -3.61
H -1.55 -3.78 -4.40
H -2.88 -3.01 -3.55
H -1.82 -3.85 -1.34
H -0.63 -2.98 -2.26
H 0.31 -4.86 -1.82
*
```

Output
HOMO energy   -9.8864 eV
SMILES string   CCOS(C)(=O)=O.CCOS(C)(=O)=O.CCOS(C)(=O)=O.CC#N.CC#N.CC#N.CCO.CCO.CCO.CCO
Orbital gap   0.3699 Ha

[2]
DFT (wB97M-V/def2-TZVPD) results for a molecular structure, C26H41BN11PPd.

ORCA input file:
```
! RIJCOSX wB97M-V def2-TZVPD def2/J DEFGRID3
* xyz -1 2
Pd 0.07 1.60 -0.56
C -2.85 -3.72 -0.10
C -1.53 -3.27 0.43
C -0.87 -3.63 1.62
C 0.34 -2.99 1.54
N 0.38 -2.28 0.39
N -0.77 -2.46 -0.30
B 1.62 -1.60 -0.24
N 1.29 -1.16 -1.67
C 1.52 -1.84 -2.81
C 0.94 -1.15 -3.85
C 0.35 -0.03 -3.24
C -0.42 1.09 -3.86
N 0.56 -0.06 -1.93
N 2.09 -0.39 0.58
C 1.82 -0.07 1.87
C 2.61 1.00 2.21
C 3.36 1.27 1.05
C 4.37 2.35 0.82
N 3.03 0.43 0.08
N 2.76 -2.64 -0.24
C 4.03 -2.51 0.21
C 4.67 -3.72 0.06
C 3.69 -4.55 -0.52
C 3.81 -5.99 -0.92
N 2.55 -3.91 -0.69
H -3.69 -3.30 0.47
H -2.94 -4.80 -0.07
H -2.96 -3.39 -1.13
H -1.22 -4.28 2.41
H 1.20 -3.02 2.20
H 2.06 -2.77 -2.78
H 0.93 -1.42 -4.89
H -1.05 0.73 -4.67
H 0.26 1.85 -4.27
H -1.04 1.57 -3.11
H 1.07 -0.60 2.43
H 2.62 1.53 3.15
H 5.25 2.22 1.45
H 3.95 3.33 1.04
H 4.68 2.34 -0.22
H 4.38 -1.56 0.59
H 5.68 -3.96 0.32
H 4.53 -6.12 -1.74
H 2.84 -6.35 -1.26
H 4.14 -6.61 -0.09
C -0.72 4.91 -1.34
C 0.58 4.60 -0.60
C 1.70 4.30 -1.59
C 0.38 3.46 0.40
H -0.61 5.77 -2.01
H -1.53 5.12 -0.64
H -1.02 4.04 -1.94
H 0.86 5.52 -0.06
H 1.44 3.43 -2.20
H 2.63 4.07 -1.08
H 1.87 5.15 -2.26
H -0.36 3.77 1.15
H 1.32 3.29 0.96
C -3.95 -0.70 2.01
N -3.09 0.21 2.76
C -3.77 1.49 2.91
N -4.21 2.09 1.65
C -5.04 1.11 0.95
N -4.40 -0.17 0.72
C -3.27 -0.04 -0.22
P -1.93 1.10 0.38
C -1.80 0.37 2.08
C -3.06 2.49 0.83
H -4.84 -0.90 2.62
H -3.41 -1.63 1.86
H -3.11 2.20 3.42
H -4.66 1.33 3.53
H -5.34 1.53 -0.01
H -5.94 0.94 1.55
H -3.65 0.34 -1.17
H -2.82 -1.01 -0.41
H -1.14 1.01 2.68
H -1.32 -0.61 2.00
H -3.42 2.96 -0.09
H -2.48 3.25 1.37
*
```

Output
<S²>   0.754
HOMO energy (spin up / spin down)   -2.9337 / -4.8123 eV
Orbital gap (spin up / spin down)   0.2102 / 0.2792 Ha

[3]
DFT (wB97M-V/def2-TZVPD) results for 20 unconnected molecules or ions with the total composition H41O20 in a non-equilibrium geometry.

ORCA input file:
```
! RIJCOSX wB97M-V def2-TZVPD def2/J DEFGRID3
* xyz 1 1
O -3.86 -0.01 -0.87
H 4.01 -1.38 -0.38
O 3.67 0.59 -0.42
H 3.39 0.37 -1.31
H 4.54 0.22 -0.32
O 0.28 4.66 -1.74
H -0.22 5.07 -2.44
H 0.84 4.02 -2.20
O 0.66 1.40 -3.79
H 1.33 0.94 -3.28
H -4.89 -2.78 -0.17
O 0.72 0.66 -0.07
H 3.46 1.06 3.31
H 0.56 0.90 -4.61
O 3.60 0.16 3.59
H -2.09 -3.16 1.98
H 4.41 -0.04 4.06
O -2.00 -2.43 1.37
H -3.29 -2.77 -0.08
H 2.59 2.45 -2.85
O 0.65 -2.74 2.20
H 1.07 -1.88 2.26
H 0.63 -3.09 3.10
O -2.32 0.15 1.21
H -2.11 -0.77 1.48
H 1.49 0.66 0.50
O -1.80 -0.94 4.40
H -2.34 -1.36 3.73
H -1.81 -1.36 5.26
O 0.63 1.33 4.28
H 1.47 0.87 4.21
H -1.01 -2.45 1.23
O 0.21 -1.90 -4.50
H 0.06 -1.57 -3.61
H 0.15 -2.84 -4.66
O 3.10 -1.00 -2.78
H 2.48 -1.54 -3.29
H 3.95 -1.36 -3.06
O 4.42 -2.17 -0.75
H -3.40 0.50 -0.13
H 4.81 -2.58 0.03
O -4.07 -2.54 -0.60
H 0.11 1.00 5.01
H -2.93 0.04 -1.29
O 0.31 -1.98 -0.19
H 0.70 -1.21 -0.62
H 1.01 -2.55 0.14
O -3.67 2.49 4.07
H -3.42 1.62 4.38
H -3.01 2.56 3.37
O 2.82 3.10 -2.19
H -4.01 -0.96 -0.57
H 2.39 3.85 -2.61
O -3.24 2.36 -1.64
H -3.88 3.04 -1.44
H -2.53 2.64 -2.23
O -1.41 -0.16 -1.84
H -0.78 0.07 -1.16
H -1.10 0.49 -2.50
H 0.28 1.49 -0.25
H -1.59 0.77 1.30
*
```

Output
HOMO energy   -13.2267 eV
Orbital gap   0.3894 Ha

[4]
DFT (wB97M-V/def2-TZVPD) results for a molecular structure, C45H57KN3P2 in a non-equilibrium geometry.

ORCA input file:
```
! RIJCOSX wB97M-V def2-TZVPD def2/J DEFGRID3
* xyz -1 1
K -0.45 -0.66 0.83
C -2.27 -4.06 2.15
C -0.81 -3.74 1.94
C -0.04 -3.21 2.97
C 1.31 -2.92 2.77
C 1.90 -3.17 1.53
C 1.15 -3.73 0.51
C -0.20 -4.00 0.71
H -2.39 -5.06 2.58
H -2.82 -4.03 1.21
H -2.74 -3.35 2.83
H -0.49 -3.01 3.93
H 1.90 -2.49 3.58
H 2.95 -2.93 1.37
H 1.60 -3.94 -0.45
H -0.79 -4.42 -0.10
C -2.63 -2.41 -4.24
C -2.45 -2.58 -2.73
C -3.82 -2.57 -2.03
P -1.28 -1.44 -1.85
C -1.41 0.24 -2.64
C -0.87 0.40 -4.06
C -2.83 0.79 -2.50
C 0.38 -2.05 -2.34
C 0.56 -3.20 -3.12
C 1.78 -3.81 -3.32
C 1.93 -5.04 -4.18
C 2.88 -3.25 -2.66
C 2.74 -2.12 -1.88
C 1.51 -1.44 -1.71
N 1.34 -0.34 -0.90
C 2.41 0.53 -0.71
C 3.48 0.65 -1.64
C 4.57 1.47 -1.43
C 4.68 2.26 -0.29
C 5.87 3.16 -0.04
C 3.58 2.25 0.56
C 2.45 1.46 0.37
P 0.94 1.83 1.35
C 1.17 3.53 2.10
C -0.04 3.80 3.01
C 1.40 4.71 1.17
C 1.70 0.79 3.08
C 0.58 0.33 4.00
C 2.84 1.42 3.86
H -3.15 -3.28 -4.67
H -1.68 -2.30 -4.77
H -3.24 -1.53 -4.46
H -2.02 -3.57 -2.55
H -4.34 -1.63 -2.18
H -3.71 -2.72 -0.95
H -4.46 -3.37 -2.42
H -0.76 0.83 -1.99
H -1.56 0.02 -4.81
H 0.09 -0.10 -4.18
H -0.71 1.47 -4.26
H -3.53 0.28 -3.17
H -2.84 1.85 -2.75
H -3.21 0.70 -1.48
H -0.30 -3.65 -3.60
H 1.02 -5.21 -4.77
H 2.11 -5.94 -3.59
H 2.76 -4.94 -4.88
H 3.85 -3.72 -2.74
H 3.61 -1.75 -1.34
H 3.43 0.08 -2.56
H 5.36 1.50 -2.18
H 6.71 2.88 -0.67
H 6.19 3.10 1.00
H 5.63 4.21 -0.25
H 3.60 2.94 1.39
H 2.05 3.44 2.75
H -0.96 3.86 2.41
H 0.08 4.76 3.52
H -0.19 3.03 3.76
H 0.49 4.96 0.62
H 2.19 4.54 0.45
H 1.67 5.58 1.78
H 2.09 -0.07 2.53
H 0.21 1.14 4.63
H 0.93 -0.47 4.66
H -0.25 -0.04 3.41
H 2.49 2.28 4.45
H 3.67 1.74 3.23
H 3.23 0.69 4.58
C -5.23 -0.07 3.87
C -4.04 -0.78 3.77
C -2.98 -0.31 3.01
C -3.07 0.89 2.28
C -4.29 1.61 2.40
C -5.33 1.14 3.17
N -2.04 1.27 1.42
N -2.34 2.39 0.79
C -1.40 2.85 -0.12
C -1.94 3.77 -1.05
C -1.19 4.27 -2.09
C 0.14 3.89 -2.23
C 0.71 3.06 -1.27
C -0.03 2.52 -0.21
H -6.05 -0.44 4.47
H -3.93 -1.71 4.31
H -2.06 -0.89 2.97
H -4.38 2.53 1.84
H -6.25 1.71 3.23
H -2.98 4.04 -0.92
H -1.65 4.95 -2.80
H 0.74 4.25 -3.06
H 1.76 2.84 -1.37
*
```

Output
HOMO energy (spin up / spin down)   -3.3957 / -2.7440 eV
Orbital gap (spin up / spin down)   0.2015 / 0.1772 Ha

[5]
DFT (wB97M-V/def2-TZVPD) results for a molecular structure, C20H30F3KO10 in a non-equilibrium geometry.

ORCA input file:
```
! RIJCOSX wB97M-V def2-TZVPD def2/J DEFGRID3
* xyz 0 1
K 18.23 20.18 -16.00
C 15.32 23.15 -13.77
O 14.90 21.76 -13.85
O 16.44 23.16 -14.65
C 14.16 24.19 -14.07
F 13.22 24.13 -13.18
F 14.53 25.45 -14.07
F 13.50 23.94 -15.21
C 14.29 21.13 -12.72
C 14.10 19.63 -13.00
H 13.40 19.15 -12.32
H 13.71 19.49 -14.01
H 15.09 19.16 -12.99
H 13.33 21.59 -12.50
H 14.99 21.12 -11.88
H 15.71 23.24 -12.76
O 21.30 19.57 -12.89
C 22.43 19.76 -12.43
O 22.76 20.90 -11.67
C 24.14 20.92 -11.42
C 24.46 19.43 -11.42
C 23.65 18.86 -12.53
H 24.31 21.34 -10.42
H 24.67 21.43 -12.22
H 24.29 18.96 -10.46
H 25.54 19.32 -11.56
H 23.51 17.79 -12.45
H 24.17 19.07 -13.47
O 21.89 20.70 -18.17
C 22.73 19.87 -18.59
O 23.21 18.84 -17.80
C 24.32 18.19 -18.42
C 24.66 19.03 -19.65
C 23.39 19.83 -19.96
H 23.93 17.19 -18.65
H 25.20 18.12 -17.79
H 24.92 18.36 -20.48
H 25.57 19.59 -19.42
H 22.68 19.34 -20.62
H 23.57 20.71 -20.57
O 15.12 20.71 -18.69
C 14.24 21.52 -18.71
O 12.96 21.13 -18.31
C 12.02 22.16 -18.64
C 12.77 23.10 -19.59
C 14.20 22.93 -19.22
H 11.70 22.67 -17.73
H 11.14 21.63 -19.01
H 12.39 24.11 -19.42
H 12.57 22.82 -20.63
H 14.57 23.61 -18.45
H 14.94 23.01 -20.01
O 19.30 15.95 -15.44
C 19.53 14.88 -14.86
O 19.54 13.69 -15.53
C 20.05 12.61 -14.76
C 19.98 13.15 -13.28
C 19.90 14.67 -13.40
H 21.00 12.31 -15.19
H 19.35 11.81 -15.02
H 20.74 12.81 -12.58
H 19.03 12.77 -12.91
H 20.85 15.16 -13.18
H 19.03 14.90 -12.79
*
```

Output
HOMO energy   -5.8115 eV
Orbital gap   0.2104 Ha

[6]
DFT (wB97M-V/def2-TZVPD) results for 2 unconnected molecules or ions with the total composition C3H6N4O in a non-equilibrium geometry.

ORCA input file:
```
! RIJCOSX wB97M-V def2-TZVPD def2/J DEFGRID3
* xyz 0 1
C 0.31 -0.79 0.04
C -1.29 0.44 -0.78
C -0.14 1.38 -0.63
H -0.48 -2.60 1.60
H 1.69 -1.32 1.52
H -1.69 0.39 -1.77
H -1.94 0.79 -0.02
H 0.51 3.07 -0.28
H 1.66 1.02 -0.02
N 1.17 -1.74 0.66
N -0.90 -0.89 -0.24
N -0.32 2.70 -0.68
N 0.81 0.46 -0.16
O 0.62 -2.90 0.77
*
```

Output
HOMO energy   -9.2127 eV
Orbital gap   0.3368 Ha

[7]
DFT (wB97M-V/def2-TZVPD) results for C16H22O5 in the gas phase in a non-equilibrium geometry.

ORCA input file:
```
! RIJCOSX wB97M-V def2-TZVPD def2/J DEFGRID3
* xyz 0 1
O -0.75 -4.24 -0.16
C 0.17 -3.46 -0.88
C 0.07 -1.98 -0.51
C 1.09 -1.11 -1.25
C 2.50 -1.21 -0.67
C 2.63 -0.38 0.60
O 3.95 -0.46 1.08
C 2.27 1.07 0.26
O 2.40 1.90 1.39
C 0.84 1.15 -0.32
C 0.62 2.56 -0.89
C -0.84 3.00 -0.91
C -1.76 1.90 -1.44
C -2.18 0.96 -0.35
C -3.49 0.51 -0.31
C -3.97 -0.30 0.71
C -3.12 -0.66 1.74
C -1.81 -0.24 1.72
C -1.32 0.55 0.68
O 0.01 0.86 0.80
O 0.66 0.25 -1.38
H -1.64 -3.89 -0.31
H 0.02 -3.58 -1.96
H 1.15 -3.86 -0.61
H -0.93 -1.62 -0.77
H 0.19 -1.88 0.57
H 1.11 -1.44 -2.30
H 2.75 -2.25 -0.45
H 3.23 -0.84 -1.39
H 1.94 -0.74 1.37
H 4.11 0.33 1.62
H 2.98 1.45 -0.48
H 1.63 1.74 1.96
H 1.02 2.55 -1.90
H 1.20 3.26 -0.29
H -0.92 3.89 -1.54
H -1.17 3.28 0.09
H -1.23 1.34 -2.23
H -2.66 2.33 -1.88
H -4.16 0.81 -1.10
H -5.00 -0.63 0.71
H -3.47 -1.27 2.56
H -1.12 -0.52 2.51
*
```

Output
HOMO energy   -8.7655 eV
SMILES string   OCC[C@@H]1C[C@@H](O)[C@H](O)[C@@]2(CCCc3ccccc3O2)O1
Orbital gap   0.3489 Ha

[8]
DFT (wB97M-V/def2-TZVPD) results for C6H9PS in the gas phase in a non-equilibrium geometry.

ORCA input file:
```
! RIJCOSX wB97M-V def2-TZVPD def2/J DEFGRID3
* xyz 0 1
C -1.34 -0.45 -3.06
P -2.06 0.58 -1.66
C -0.71 0.53 -0.47
C 0.51 0.04 -0.69
C 1.42 0.07 0.44
C 0.88 0.47 1.62
C 1.50 0.70 2.94
S -0.79 0.91 1.31
H -0.43 0.15 -3.31
H -2.13 -0.57 -3.81
H -1.09 -1.52 -2.95
H -3.09 -0.17 -0.90
H 0.80 -0.18 -1.77
H 2.45 -0.36 0.58
H 1.99 -0.23 3.31
H 2.22 1.57 2.85
H 0.70 0.96 3.61
*
```

Output
HOMO energy   -8.0728 eV
SMILES string   CPc1ccc(C)s1
Orbital gap   0.3301 Ha

Computed values of energy relative to the best compared isomer or geometry (same formula, charge and spin) (unit: kJ/mol) for the preceding records, in sequence: 0.0; 0.0; 204.0; 144.5; 422.6; 550.0; 101.1; 0.0.